C3H8O | ωB97M-V/def2-TZVPD

Positions of all 12 atoms, in Å:
C1 -1.232 0.445 0.170
O1 -2.217 0.565 -0.655
C2 0.179 0.546 -0.560
C3 1.230 -0.402 -0.025
H1 -1.181 1.095 1.118
H2 -0.853 -1.520 1.215
H3 -1.266 -0.663 0.725
H4 0.038 0.421 -1.636
H5 0.480 1.609 -0.409
H6 1.501 -0.608 1.015
H7 1.094 -1.357 -0.553
H8 2.228 -0.131 -0.403

Results
Charge = -1
Energy = -194.215741 hartree
Multiplicity = 2

Löwdin population analysis, charges in e, atoms 1 to 5: C -0.60; O -0.26; C -0.26; C -0.21; H 0.09

=====

C5H10O | ωB97M-V/def2-TZVPD

Positions of all 16 atoms, in Å:
C1 -1.408 -0.597 -0.410
C2 -0.313 0.359 0.049
C3 -0.108 1.507 -0.922
C4 1.015 -0.390 0.233
C5 1.214 -0.998 1.594
O1 0.350 -1.048 2.433
H1 -1.020 -1.389 -1.059
H2 -2.065 -1.083 0.306
H3 -2.113 -0.040 -1.031
H4 -0.542 0.714 1.056
H5 0.049 1.094 -1.920
H6 0.739 2.123 -0.617
H7 -0.976 2.152 -1.079
H8 1.155 -1.167 -0.522
H9 1.858 0.295 0.101
H10 2.165 -1.531 1.790

Results
Structure (SMILES) = CC(C)CC=O
Energy = -271.731563 hartree

Löwdin population analysis, charges in e, atoms 1 to 5: C -0.07; C -0.43; C -0.09; C -0.16; C -0.25

=====

C26H65BCdN5O5 | ωB97M-V/def2-TZVPD

Positions of all 103 atoms, in Å:
Cd1 1.498 1.838 -1.915
B1 0.456 0.210 -0.853
H1 1.003 0.184 0.077
H2 -0.317 -0.542 -0.841
H3 0.022 1.194 -0.939
H4 1.159 -0.003 -1.644
C1 -1.922 4.198 -3.205
C2 -1.061 2.959 -2.908
C3 -0.503 2.265 -4.178
O1 0.230 1.097 -3.714
C4 0.586 0.129 -4.683
N1 0.046 3.457 -2.141
H5 -2.456 4.639 -2.363
H6 -2.793 3.952 -3.812
H7 -1.509 4.954 -3.872
H8 -1.629 2.212 -2.353
H9 0.158 2.883 -4.786
H10 -1.331 2.031 -4.847
H11 1.530 -0.256 -4.298
H12 0.724 0.538 -5.684
H13 -0.089 -0.724 -4.760
H14 -0.304 3.965 -1.342
H15 0.486 4.243 -2.599
C5 -0.130 -2.920 1.066
C6 1.333 -2.542 1.241
C7 2.199 -3.624 1.936
O2 3.411 -2.993 2.186
C8 4.401 -3.797 2.770
N2 1.844 -2.340 -0.140
H16 -0.332 -3.930 0.707
H17 -0.762 -2.180 0.575
H18 -0.631 -2.903 2.034
H19 1.439 -1.556 1.694
H20 2.120 -4.568 1.399
H21 1.805 -3.919 2.909
H22 4.292 -3.907 3.849
H23 5.289 -3.172 2.678
H24 4.599 -4.729 2.240
H25 2.824 -2.119 -0.045
H26 1.464 -1.441 -0.400
C9 1.232 2.410 4.160
C10 0.862 1.090 3.540
C11 -0.230 0.266 4.224
O3 0.229 -0.076 5.551
C12 -0.627 -0.962 6.151
N3 0.394 1.327 2.191
H27 1.400 2.278 5.229
H28 0.356 3.058 4.196
H29 2.078 2.933 3.713
H30 1.811 0.554 3.552
H31 -0.578 -0.539 3.577
H32 -1.070 0.944 4.375
H33 -0.213 -1.293 7.103
H34 -0.911 -1.752 5.456
H35 -1.518 -0.453 6.518
H36 0.579 0.605 1.509
H37 -0.610 1.384 2.094
C13 -3.654 1.013 2.110
C14 -2.657 0.326 1.152
C15 -3.391 -0.618 0.172
O4 -4.306 0.240 -0.519
C16 -5.311 -0.429 -1.289
N4 -1.946 1.369 0.446
H38 -3.048 1.555 2.836
H39 -4.252 0.304 2.681
H40 -4.397 1.718 1.735
H41 -1.919 -0.174 1.780
H42 -3.942 -1.406 0.686
H43 -2.687 -1.146 -0.471
H44 -5.905 0.315 -1.819
H45 -6.061 -0.992 -0.733
H46 -4.848 -1.046 -2.059
H47 -1.192 1.005 -0.118
H48 -2.509 1.657 -0.341
C17 3.933 3.336 1.285
C18 3.328 2.702 0.043
C19 3.770 1.185 -0.177
O5 3.245 0.816 -1.427
C20 3.899 -0.314 -2.025
N5 1.846 2.746 0.029
H49 4.960 2.976 1.342
H50 3.411 3.016 2.186
H51 3.977 4.425 1.308
H52 3.541 3.289 -0.851
H53 3.422 0.548 0.636
H54 4.858 1.175 -0.238
H55 3.495 -1.305 -1.817
H56 4.912 -0.328 -1.624
H57 4.150 -0.122 -3.068
H58 1.647 3.634 0.466
H59 1.502 2.079 0.705
C21 -1.489 -2.326 -2.907
C22 -1.404 -3.437 -2.223
C23 -2.483 -4.305 -2.170
C24 -3.578 -4.149 -3.036
C25 -3.613 -2.919 -3.729
C26 -2.577 -2.032 -3.697
H60 -0.688 -1.618 -2.757
H61 -0.491 -3.558 -1.658
H62 -2.543 -5.177 -1.536
H63 -4.337 -4.916 -3.007
H64 -4.493 -2.574 -4.251
H65 -2.511 -1.097 -4.232

Results
Energy = -1871.810761 hartree
Multiplicity = 2

Löwdin population analysis, charges in e, atoms 1 to 5: Cd 1.22; B -0.55; H -0.03; H 0.00; H -0.06

=====

C4H6LiO3 | ωB97M-V/def2-TZVPD

Positions of all 14 atoms, in Å:
C1 -0.994 -0.309 -0.192
O1 -0.266 0.491 0.648
O2 -0.495 -0.581 -1.301
O3 -2.050 -0.712 0.364
Li1 -1.800 0.447 1.871
C2 1.269 0.722 0.219
C3 1.207 1.068 -1.226
C4 2.135 -0.471 0.559
H1 1.479 1.594 0.855
H2 0.655 1.966 -1.508
H3 1.853 0.552 -1.939
H4 2.015 -0.749 1.614
H5 3.192 -0.225 0.381
H6 1.872 -1.337 -0.065

Results
Energy = -389.254564 hartree
Multiplicity = 2

Löwdin population analysis, charges in e, atoms 1 to 5: C -0.80; O -0.15; O 0.02; O -0.10; Li 0.83

=====

Please write out number 2 again, unchanged.
C5H10O | ωB97M-V/def2-TZVPD

Positions of all 16 atoms, in Å:
C1 -1.408 -0.597 -0.410
C2 -0.313 0.359 0.049
C3 -0.108 1.507 -0.922
C4 1.015 -0.390 0.233
C5 1.214 -0.998 1.594
O1 0.350 -1.048 2.433
H1 -1.020 -1.389 -1.059
H2 -2.065 -1.083 0.306
H3 -2.113 -0.040 -1.031
H4 -0.542 0.714 1.056
H5 0.049 1.094 -1.920
H6 0.739 2.123 -0.617
H7 -0.976 2.152 -1.079
H8 1.155 -1.167 -0.522
H9 1.858 0.295 0.101
H10 2.165 -1.531 1.790

Results
Structure (SMILES) = CC(C)CC=O
Energy = -271.731563 hartree

Löwdin population analysis, charges in e, atoms 1 to 5: C -0.07; C -0.43; C -0.09; C -0.16; C -0.25

=====

Look up the energy of the third one.
-1871.810761 hartree

=====

What is the energy in the first record?
-194.215741 hartree